Entry from OMol25: a cluster of 2 separate species, C5H13NO2 in total at a distorted geometry (ωB97M-V/def2-TZVPD).

Computed properties:
**Energy above the lowest of the compared OMol25 structures with the same formula, charge and spin**: 21.58 kcal per mole
**HOMO-LUMO gap**: 0.37599 Ha
**Structure (SMILES)**: CCC(=O)N(C)C.O

The geometry in XYZ format:
```
21
C5H13NO2 ωB97M-V/def2-TZVPD
C 1.98802 0.50453 1.37987
H -1.97237 -0.94179 0.79991
H -0.98478 -0.60121 -2.07677
H -2.13005 0.40083 -0.35447
H -0.44403 -1.86413 1.51395
N 0.75281 -0.23314 1.12468
H -2.22186 -1.72517 -1.56418
C 0.51304 -1.46584 1.84454
H -0.51605 -2.05784 -1.22326
C -0.14634 0.29571 0.27279
H 2.06082 0.72865 2.43883
H -0.54460 2.72068 -2.38615
H 0.42581 3.52119 -3.30274
O -0.46549 3.18242 -3.23722
H 1.30406 -2.20384 1.80800
H 0.26433 -1.21184 2.88204
H 2.84947 -0.05179 1.01162
H 2.00042 1.33806 0.68475
O 0.02745 1.34546 -0.32995
C -1.26920 -1.27557 -1.27508
C -1.49145 -0.40538 -0.01114
```